A 11-piece molecular cluster, C39H69NO14 overall in a non-equilibrium geometry, computed with the ωB97M-V functional and the def2-TZVPD basis.

Results
Total energy, eV: -71695.2964
HOMO, eV: -9.254
Relative energy (zero: lowest compared OMol25 entry of this formula, charge and spin), kJ/mol: 0.00

Geometry as XYZ:
```
123
Properties=species:S:1:pos:R:3:lowdin_charge:R:1
C -18.6937 -37.1941 -52.6081 0.0459
C -18.0884 -37.9565 -51.3638 -0.3323
O -17.4005 -37.3070 -50.6147 0.1280
N -18.1930 -39.4339 -51.1868 0.0619
H -17.4046 -40.1084 -50.7072 0.0959
H -19.1352 -39.6498 -50.9590 0.0848
C -18.2292 -40.1136 -52.5379 -0.0163
H -19.5713 -37.5060 -52.5925 -0.0398
H -18.2988 -37.5162 -53.6846 0.1338
H -18.5132 -36.1906 -52.3234 0.0566
H -19.1625 -40.3129 -52.9235 0.0399
H -18.0060 -41.1845 -52.4690 0.0928
H -17.5041 -39.5413 -53.2085 0.1107
O -16.3211 -40.7494 -49.8748 -0.3094
H -16.2608 -41.5588 -50.3659 -0.0119
C -15.1182 -37.6649 -55.8194 -0.0151
C -16.4378 -38.1482 -56.4163 -0.5024
C -16.1699 -38.6744 -57.7948 -0.0631
O -17.0638 -39.1694 -55.6717 -0.1227
H -14.4583 -37.1069 -56.3182 0.0396
H -14.5798 -38.3795 -55.3056 0.0291
H -15.4698 -37.0295 -54.9377 0.0942
H -17.2236 -37.3772 -56.3038 0.1367
H -15.7406 -39.6799 -57.8155 0.0909
H -15.9110 -37.9675 -58.5101 0.0488
H -17.1364 -39.1296 -58.3032 0.1032
H -18.1261 -39.2382 -55.8961 0.1435
C -14.5209 -40.4938 -53.2050 -0.0481
C -13.8001 -39.7627 -52.0227 -0.4331
C -12.5509 -38.9503 -52.5725 -0.0606
O -14.7183 -38.9499 -51.2960 -0.0636
H -15.4347 -41.0375 -52.8061 0.0750
H -13.9421 -41.3305 -53.7531 0.0977
H -14.5942 -40.0777 -54.1891 0.0268
H -13.2449 -40.4130 -51.4446 0.0933
H -11.7236 -39.4665 -53.1356 0.0941
H -12.1786 -38.1847 -51.7828 0.0941
H -12.9152 -38.1561 -53.1924 0.0192
H -15.3367 -39.4428 -50.7487 0.0188
C -20.8070 -39.5777 -55.9447 -0.0527
C -20.6968 -40.4030 -57.3449 -0.3084
C -20.6832 -39.3463 -58.4736 -0.0692
O -19.3146 -40.9782 -57.1119 -0.1273
H -20.9191 -39.9327 -55.0043 -0.0057
H -21.6088 -38.9514 -56.2485 0.0561
H -20.2258 -38.7078 -55.5997 0.0835
H -21.2548 -41.2769 -57.4310 0.1069
H -20.0891 -38.3913 -58.3416 0.1043
H -21.6777 -39.3017 -58.9706 0.0815
H -20.2463 -39.7922 -59.4057 0.0819
H -19.5458 -41.4233 -56.2679 0.0383
C -19.8312 -43.1381 -47.6106 -0.0882
C -18.6094 -42.2051 -47.7584 -0.6191
C -17.4594 -43.0227 -47.1272 -0.0633
O -18.4668 -42.0612 -49.0510 -0.0367
H -20.1062 -43.7332 -46.6851 0.0676
H -19.7605 -44.0496 -48.4150 0.1061
H -20.8340 -42.3850 -47.9296 0.1169
H -18.6947 -41.2160 -47.1673 0.1506
H -16.6775 -42.2577 -47.2657 0.0651
H -17.1447 -43.7789 -47.9331 0.0978
H -17.6108 -43.6660 -46.2122 0.0916
H -17.8118 -41.4637 -49.2560 -0.0330
C -22.6772 -39.4571 -52.3983 -0.0496
C -22.0070 -39.8588 -51.0995 -0.5380
C -21.7777 -41.3603 -51.0823 -0.0229
O -20.8879 -39.0925 -50.8833 -0.0344
H -22.7192 -38.3029 -52.1834 0.1122
H -23.7411 -39.9280 -52.5769 0.1238
H -22.1884 -39.7009 -53.3563 0.0479
H -22.8158 -39.5647 -50.4795 0.1231
H -21.1042 -41.6642 -51.9619 0.0843
H -22.5151 -41.9878 -51.1987 -0.0020
H -21.2394 -41.7892 -49.9881 0.1433
H -20.8720 -38.7736 -49.9724 0.1251
C -17.7464 -36.8313 -47.3190 -0.0685
C -17.0184 -38.1881 -47.3929 -0.4564
C -17.0807 -38.8248 -46.0428 -0.0598
O -17.7736 -38.9893 -48.3440 -0.0883
H -17.4037 -36.0544 -46.5093 0.1160
H -18.7441 -37.0747 -47.0075 0.0529
H -17.7878 -36.1883 -48.1868 0.0490
H -16.0012 -38.0696 -47.8052 0.1489
H -18.0162 -38.7950 -45.7028 0.0296
H -16.3102 -38.2542 -45.3938 0.1205
H -16.5898 -39.8055 -46.1842 0.0857
H -17.2578 -39.7289 -48.6599 0.0069
C -20.3218 -32.7642 -50.0411 0.0379
C -20.8641 -33.4198 -51.2688 0.0903
C -21.3765 -34.8829 -51.0834 -0.4656
O -21.7215 -35.5604 -52.0475 0.0778
C -21.5847 -35.3603 -49.8124 0.0546
C -21.1079 -34.6114 -48.4967 0.1023
C -20.4002 -33.3539 -48.6715 -0.3864
O -19.9465 -32.7172 -47.6335 0.0376
H -19.8135 -31.7810 -50.2348 0.1176
H -20.6105 -32.9740 -52.2459 0.1068
H -22.1720 -36.3212 -49.6136 0.1301
H -20.9155 -35.1829 -47.5690 0.1126
C -13.7589 -32.9224 -54.0562 0.0014
C -15.0838 -33.4646 -54.1121 0.0603
C -15.3546 -34.7056 -53.2797 -0.3703
O -16.5283 -35.1448 -53.1316 0.0460
C -14.2026 -35.3690 -52.6349 0.0810
C -12.8232 -34.7570 -52.6959 0.0691
C -12.6145 -33.5885 -53.5353 -0.4185
O -11.4937 -33.0088 -53.6973 0.0610
H -13.5745 -31.9443 -54.5090 0.1190
H -15.9628 -32.8840 -54.5815 0.1388
H -14.1225 -36.3260 -52.0843 0.0998
H -12.0608 -35.3286 -52.1086 0.1209
C -19.7297 -44.2556 -52.6446 0.0830
C -20.5523 -45.4049 -51.8749 0.1212
C -21.8184 -45.9069 -52.5536 -0.4417
O -22.4864 -46.7513 -52.0516 0.1241
C -22.1597 -45.3240 -53.9004 0.0943
C -21.5087 -44.1467 -54.3854 0.0445
C -20.2709 -43.6136 -53.8523 -0.4300
O -19.5731 -42.7137 -54.3730 0.0583
H -19.0369 -43.8371 -51.8988 0.0929
H -20.3726 -45.6394 -50.7470 0.1302
H -23.0024 -45.7026 -54.3832 0.0921
H -21.5541 -43.7660 -55.3253 0.0760
```